Density functional theory data (wB97M-V/def2-TZVPD) for a molecular structure, C32H26N7O2S2Sn.

Computed properties:
* HOMO level (alpha / beta): -10.401 / -10.401 eV
* gap between HOMO and LUMO (alpha / beta): 5.08 / 5.08 eV
* charge: +1
* multiplicity: 1

Each line ends with the Mulliken charge.
Element x y z (Å)
Sn (-0.25088, 0.03043, 0.05991)  0.911
S (5.74952, 5.51994, -0.20746)  0.175
N (5.82270, 3.91159, -0.21344)  -0.664
C (4.57589, 3.47712, -0.16217)  0.776
C (4.16446, 2.08548, -0.14297)  0.532
C (5.06997, 1.02328, -0.16140)  -0.461
C (4.59422, -0.26614, -0.13413)  -0.891
C (3.21560, -0.46269, -0.09446)  -0.324
N (2.34595, 0.53657, -0.07895)  -0.134
C (2.79522, 1.80327, -0.09615)  -0.442
C (1.79532, 2.89113, -0.04822)  -0.456
N (0.49428, 2.55285, 0.01202)  -0.011
C (-0.42591, 3.50644, 0.05784)  -0.443
C (-0.10580, 4.86326, 0.05966)  -0.915
C (1.21792, 5.22597, 0.00473)  -0.543
C (2.19551, 4.23021, -0.05387)  0.676
C (3.61609, 4.52212, -0.11822)  0.825
N (4.15454, 5.72868, -0.13683)  -0.660
H (6.13074, 1.23855, -0.19494)  0.536
H (5.26435, -1.11462, -0.14945)  0.433
H (2.79227, -1.46279, -0.08595)  0.477
H (-1.45659, 3.17017, 0.09425)  0.601
H (-0.89195, 5.60403, 0.09950)  0.469
H (1.52579, 6.26416, 0.00476)  0.547
C (-3.78606, -0.48019, 6.99449)  -1.614
C (-3.70206, -0.35742, 5.49487)  0.827
C (-4.39798, -1.23186, 4.66374)  -0.858
C (-4.33042, -1.11315, 3.28366)  -0.404
C (-3.54311, -0.11491, 2.72429)  -0.072
C (-2.85496, 0.78009, 3.53378)  -0.343
C (-2.94382, 0.65680, 4.91166)  -0.481
S (-3.26087, -0.12673, 0.97393)  1.066
O (-4.48810, -0.43847, 0.30661)  -0.712
O (-2.59247, 1.14578, 0.67929)  -0.535
N (-2.10223, -1.18006, 0.77188)  -0.338
C (-2.09078, -2.50730, 0.40471)  0.720
C (-3.19230, -3.37108, 0.41651)  -0.821
C (-2.98820, -4.69611, 0.09396)  -0.506
C (-1.71292, -5.13800, -0.24207)  -0.718
C (-0.69390, -4.20642, -0.25768)  -0.369
N (-0.86362, -2.92006, 0.05778)  -0.038
H (-4.07336, -1.48696, 7.29608)  0.385
H (-4.52900, 0.21228, 7.39587)  0.340
H (-2.82863, -0.23722, 7.46036)  0.337
H (-5.00468, -2.01446, 5.10404)  0.420
H (-4.88909, -1.77998, 2.63826)  0.416
H (-2.27451, 1.56871, 3.07260)  0.530
H (-2.41769, 1.35939, 5.54968)  0.468
H (-4.17363, -2.97859, 0.64748)  0.403
H (-3.82038, -5.38886, 0.09713)  0.430
H (-1.51784, -6.17074, -0.49345)  0.417
H (0.31195, -4.49667, -0.54168)  0.393
C (-0.34838, -2.59090, 3.40981)  -1.010
C (0.14404, -1.41048, 4.14734)  1.327
C (0.35256, -1.42308, 5.50494)  -1.079
C (0.77814, -0.26706, 6.15623)  -0.341
C (0.96190, 0.96482, 5.50298)  -1.026
C (0.73198, 1.07088, 4.16164)  1.429
C (0.90868, 2.35478, 3.43214)  -0.833
C (0.36838, -0.14897, 3.39951)  -0.478
N (0.27706, -0.13241, 2.14170)  -0.172
H (-0.46777, -3.45138, 4.06390)  0.481
H (0.32706, -2.82869, 2.58421)  0.265
H (-1.30452, -2.34815, 2.93567)  0.076
H (0.18830, -2.33127, 6.07089)  0.471
H (0.96116, -0.31504, 7.22422)  0.444
H (1.28015, 1.83011, 6.07083)  0.484
H (1.05320, 3.18145, 4.12426)  0.479
H (0.04390, 2.54803, 2.79551)  0.018
H (1.77315, 2.29236, 2.76720)  0.106


Density functional theory data (wB97M-V/def2-TZVPD) for 2 unconnected molecules or ions with the total composition C3H11ClN2Si at a distorted geometry.

Computed properties:
* HOMO level (alpha / beta): -7.448 / -7.449 eV
* gap between HOMO and LUMO (alpha / beta): 8.18 / 8.18 eV
* multiplicity: 1

Each line ends with the Mulliken charge.
Element x y z (Å)
C (-1.04682, -1.60484, -0.80566)  -0.480
C (-2.09106, 0.56358, -0.86280)  -0.947
C (-1.26194, 0.89780, 1.64265)  -0.719
N (-1.13451, -0.37676, -0.33900)  0.612
N (-0.58676, -0.10053, 0.80975)  -0.801
Si (3.76680, -0.38003, -0.05689)  0.533
Cl (5.44403, 0.63895, -0.70342)  -0.287
H (-1.33530, -1.75895, -1.75868)  0.282
H (-0.62952, -2.36372, -0.12272)  0.279
H (4.29990, -1.02240, 1.10073)  -0.088
H (-1.72093, 1.54772, -1.08304)  0.384
H (-2.46022, 0.13451, -1.72948)  0.305
H (-2.93399, 0.81242, -0.20573)  0.328
H (-0.69664, 0.82044, 2.60341)  0.278
H (-1.41434, 1.93016, 1.06160)  0.198
H (-2.37808, 0.57283, 1.74752)  0.294
H (2.81275, 0.69080, 0.03251)  -0.084
H (3.36662, -1.00198, -1.33076)  -0.086


Density functional theory data (wB97M-V/def2-TZVPD) for a molecular structure, C40H36CrN4O8P.

Computed properties:
* expectation value of S²: 6.0394
* HOMO level (alpha / beta): -8.462 / -10.620 eV
* gap between HOMO and LUMO (alpha / beta): 5.64 / 7.73 eV
* charge: +1
* multiplicity: 5

Each line ends with the Mulliken charge.
Element x y z (Å)
Cr (0.36724, -1.54109, 0.63443)  1.149
O (-3.20870, -3.50236, -0.16213)  -0.480
C (-2.95159, -2.36163, 0.48199)  -0.174
O (-3.26523, -1.27313, 0.07814)  -0.661
C (-2.30920, -2.59980, 1.82585)  0.621
C (-3.03624, -3.19890, 2.82418)  -0.904
C (-2.45280, -3.29048, 4.11085)  -0.953
C (-1.21943, -2.75916, 4.33666)  -1.336
C (-0.51811, -2.14309, 3.26786)  1.205
N (-1.07341, -2.12015, 1.99842)  1.035
C (0.73112, -1.49686, 3.34431)  0.270
O (1.41911, -1.34573, 4.48249)  -0.530
O (1.28596, -1.00692, 2.30125)  -0.671
H (-3.54442, -3.28000, -1.04867)  0.468
H (-4.02828, -3.57473, 2.62352)  0.568
H (-2.99378, -3.76947, 4.91573)  0.447
H (-0.78353, -2.81911, 5.32648)  0.312
H (0.91071, -1.66665, 5.23866)  0.274
O (-0.57264, -3.54956, -2.72566)  -0.663
C (0.01190, -2.80858, -1.97414)  0.073
O (-0.54820, -2.25053, -0.92263)  -0.622
C (1.50068, -2.48832, -2.18372)  -0.918
P (1.87252, -0.96676, -1.23871)  1.936
C (1.31018, 0.32280, -2.39394)  0.625
C (2.22844, 0.94849, -3.24013)  -0.910
C (1.78997, 1.81483, -4.22838)  -0.782
C (0.43175, 2.05431, -4.39006)  -0.716
C (-0.48470, 1.43361, -3.55478)  -0.897
C (-0.05193, 0.57156, -2.55693)  -0.021
C (3.66315, -0.77409, -1.09022)  0.349
C (4.15325, 0.40297, -0.52057)  -0.359
C (5.51238, 0.55957, -0.30461)  -0.863
C (6.39360, -0.45845, -0.64741)  -0.568
C (5.91240, -1.62990, -1.21158)  -0.739
C (4.55081, -1.79086, -1.43191)  -0.576
H (1.71422, -2.40248, -3.24754)  0.616
H (2.06388, -3.33472, -1.78534)  0.450
H (3.28795, 0.75442, -3.13647)  0.392
H (2.50886, 2.29034, -4.88250)  0.452
H (0.08923, 2.72026, -5.17214)  0.453
H (-1.54490, 1.61486, -3.67834)  0.561
H (-0.76971, 0.07196, -1.91940)  0.130
H (3.46975, 1.20171, -0.25475)  0.582
H (5.88527, 1.47718, 0.13105)  0.428
H (7.45513, -0.33474, -0.47893)  0.407
H (6.59715, -2.42051, -1.48912)  0.449
H (4.19329, -2.70777, -1.88175)  0.382
N (-0.40082, -4.80491, 0.50255)  0.030
C (0.91230, -4.64605, 0.79280)  0.395
C (1.72153, -5.77305, 1.04759)  -1.073
C (3.03936, -5.60428, 1.36837)  -0.433
C (3.56777, -4.31029, 1.44669)  -1.297
C (2.72597, -3.26200, 1.20496)  -0.613
N (1.41591, -3.40335, 0.88060)  0.785
H (-0.71303, -5.73237, 0.27061)  0.293
H (-0.90591, -4.05486, 0.04828)  -0.253
H (1.27891, -6.75775, 0.98063)  0.440
H (3.66421, -6.46668, 1.56111)  0.418
H (4.60207, -4.12861, 1.69826)  0.537
H (3.07902, -2.24380, 1.27820)  0.733
C (-1.84306, 4.86891, -2.46692)  -0.840
O (-2.62431, 3.98250, -1.67080)  -0.237
C (-3.56942, 4.52756, -0.87438)  0.707
C (-3.97229, 5.85688, -0.91372)  -0.583
C (-4.96325, 6.30750, -0.05059)  -0.734
C (-5.56184, 5.45324, 0.85895)  -0.762
C (-5.15376, 4.12860, 0.91278)  -0.431
C (-4.16111, 3.67259, 0.06486)  0.186
N (-3.78011, 2.29221, 0.11323)  0.156
C (-2.60631, 1.75574, 0.34740)  -0.513
C (-1.37691, 2.33600, 0.70236)  1.143
C (-1.15666, 3.69442, 1.04744)  -0.429
C (0.07973, 4.12699, 1.42281)  -1.221
C (1.14834, 3.20640, 1.46986)  -0.954
C (0.98019, 1.88343, 1.16381)  -0.693
C (-0.29062, 1.39976, 0.76585)  0.056
O (-0.51293, 0.16968, 0.45592)  0.267
H (-1.07723, 4.25528, -2.92941)  0.015
H (-1.37427, 5.63326, -1.84462)  0.441
H (-2.44970, 5.34276, -3.24112)  0.395
H (-3.52914, 6.54052, -1.62137)  0.439
H (-5.27012, 7.34377, -0.10052)  0.415
H (-6.33347, 5.81131, 1.52516)  0.402
H (-5.59554, 3.44104, 1.62369)  0.476
H (-4.52342, 1.62800, -0.05990)  0.363
H (-2.60943, 0.67042, 0.28522)  0.392
H (-1.98321, 4.39105, 1.03949)  0.488
H (0.24211, 5.15911, 1.69953)  0.461
H (2.12863, 3.55398, 1.77462)  0.490
H (1.79871, 1.18276, 1.25032)  0.853


Density functional theory data (wB97M-V/def2-TZVPD) for 12 unconnected molecules or ions with the total composition C18H60N12O12 at a distorted geometry.

Computed properties:
* HOMO level: -8.872 eV
* gap between HOMO and LUMO: 9.09 eV
* multiplicity: 1
* structure (SMILES): NC(N)=O.NC(N)=O.NC(N)=O.NC(N)=O.NC(N)=O.NC(N)=O.CC(C)O.CC(C)O.CC(C)O.CO.CO.CO

Each line ends with the Mulliken charge.
Element x y z (Å)
N (14.97096, -20.31544, -10.56491)  0.049
C (14.59317, -19.94419, -9.36508)  0.472
N (14.74841, -18.66355, -9.21034)  -0.424
O (14.15671, -20.79708, -8.35890)  -0.743
H (15.16733, -21.30425, -10.79637)  -0.702
H (15.15561, -19.62046, -11.27563)  0.283
H (14.59732, -18.40959, -8.25737)  0.322
H (15.38920, -18.14578, -9.84761)  0.208
N (19.99459, -24.40058, -4.14389)  -0.262
C (19.96039, -23.38797, -4.96039)  0.076
N (21.05600, -23.24291, -5.63738)  -0.501
O (18.89575, -22.53553, -5.06939)  -0.699
H (19.09467, -24.57386, -3.68638)  0.304
H (20.70467, -25.14494, -4.08767)  0.233
H (21.08148, -22.31139, -6.20595)  0.268
H (21.84131, -23.87579, -5.66603)  0.219
N (16.79124, -22.66876, -9.05820)  4.523
C (17.82796, -23.32531, -8.63925)  -0.658
N (17.64866, -24.60484, -8.78053)  2.893
O (18.85263, -22.73436, -8.03174)  1.102
H (16.84905, -21.62224, -8.87308)  -0.882
H (16.26134, -22.89651, -9.90336)  -2.289
H (18.44443, -25.10228, -8.48884)  -1.607
H (16.87489, -25.10682, -9.22088)  -1.056
N (21.52764, -22.56851, -8.45878)  0.367
C (22.14051, -21.56038, -7.93173)  0.124
N (21.42734, -21.03397, -7.00413)  -0.325
O (23.40093, -21.13665, -8.36321)  -0.791
H (21.97397, -23.01296, -9.29400)  0.279
H (20.51601, -22.78534, -8.24919)  -0.418
H (21.81071, -20.09897, -6.75361)  0.326
H (20.36831, -20.83155, -7.00781)  0.192
N (16.15929, -24.82554, -6.47913)  0.096
C (15.43416, -23.84189, -5.97473)  0.519
N (15.44543, -22.87460, -6.82109)  0.163
O (14.70953, -23.88209, -4.86858)  -0.835
H (16.19298, -25.74599, -5.96952)  0.281
H (16.76738, -24.74531, -7.32200)  -0.473
H (14.75542, -22.10549, -6.75374)  0.226
H (15.96867, -22.87550, -7.75723)  -0.418
N (17.35682, -20.59262, -6.34836)  -0.089
C (17.95949, -20.02796, -7.31352)  -0.040
N (19.13408, -19.64924, -6.87615)  -0.580
O (17.56744, -20.10980, -8.61307)  -0.528
H (16.70696, -21.30468, -6.57380)  -0.082
H (17.87789, -20.77222, -5.50939)  0.371
H (19.71292, -19.12738, -7.59215)  0.405
H (19.31378, -19.49501, -5.85987)  0.258
C (15.42660, -24.40327, -11.93021)  -0.692
C (15.51965, -23.05223, -12.50773)  0.581
C (14.14573, -22.42110, -12.63986)  -1.803
O (16.26771, -22.25369, -11.92241)  -0.222
H (15.58630, -25.12578, -12.73800)  0.342
H (14.43872, -24.63467, -11.64311)  0.612
H (16.09517, -24.56476, -11.10602)  -0.719
H (15.87959, -23.10649, -13.54815)  0.595
H (14.23903, -21.53524, -13.26160)  0.370
H (13.72256, -22.21818, -11.63774)  0.455
H (13.45835, -23.04928, -13.14529)  0.465
H (16.64949, -21.65545, -12.59354)  0.414
C (19.87194, -22.03389, -12.63105)  -1.726
C (19.42507, -21.29692, -11.40599)  3.065
C (20.50777, -20.47057, -10.79564)  -1.593
O (18.43227, -20.52809, -11.55707)  -0.674
H (19.04427, -22.43446, -13.20915)  0.337
H (20.45191, -22.86656, -12.39370)  0.055
H (20.40670, -21.32073, -13.20350)  0.518
H (19.08090, -22.10601, -10.68986)  -1.043
H (21.38483, -21.06401, -10.62066)  0.402
H (20.17057, -20.04179, -9.84892)  -0.050
H (20.81101, -19.69286, -11.43428)  0.577
H (17.76199, -20.74466, -10.93697)  0.002
C (18.74001, -25.08657, -12.21260)  -0.076
C (20.07167, -25.53270, -11.72596)  -0.032
C (20.21732, -25.48769, -10.24738)  0.092
O (20.54358, -26.62209, -12.18859)  -0.617
H (18.65371, -25.29325, -13.32792)  0.324
H (18.38806, -24.08593, -11.95834)  -0.290
H (17.99046, -25.82244, -11.83512)  -0.028
H (20.81364, -24.86350, -12.06395)  0.137
H (20.04631, -24.45064, -9.94731)  -0.737
H (21.21355, -25.77164, -9.90632)  0.495
H (19.53452, -26.15394, -9.75215)  0.219
H (20.00394, -27.37609, -11.89390)  0.430
C (19.48675, -26.14034, -6.85572)  -1.125
O (20.47415, -25.31235, -7.39857)  -0.556
H (19.99726, -26.70520, -6.06323)  0.345
H (19.12915, -26.81827, -7.56858)  0.406
H (18.64216, -25.56410, -6.47253)  0.413
H (20.47654, -24.57796, -6.72574)  0.302
C (13.43809, -23.92947, -9.22543)  -0.489
O (14.61625, -24.74667, -9.00095)  -0.465
H (12.84372, -23.86670, -8.27194)  0.341
H (12.86250, -24.42680, -9.99602)  0.387
H (13.64396, -22.87575, -9.57013)  -0.065
H (14.85688, -24.67092, -8.03085)  0.285
C (16.25829, -27.58247, -8.87581)  -0.685
O (16.49949, -26.87767, -10.07110)  -0.422
H (16.23749, -28.62650, -9.00594)  0.406
H (15.23827, -27.37777, -8.53167)  0.212
H (16.93485, -27.33661, -8.07324)  0.091
H (15.71885, -27.02145, -10.59780)  0.275


Density functional theory data (wB97M-V/def2-TZVPD) for C3H5N3 in the gas phase.

Computed properties:
* HOMO level: -9.835 eV
* gap between HOMO and LUMO: 10.70 eV
* multiplicity: 1
* structure (SMILES): C=NCC1=NN1

Each line ends with the Mulliken charge.
Element x y z (Å)
C (1.81563, -0.54440, -0.08172)  -0.234
N (0.83855, -1.35168, -0.08857)  -0.443
C (-0.50525, -0.82312, -0.02977)  -0.327
C (-0.66879, 0.63823, -0.09509)  0.707
N (-0.10126, 1.74161, -0.01360)  -0.468
N (-1.72196, 1.53305, -0.27477)  -0.543
H (2.82248, -0.95757, -0.14219)  0.267
H (1.72616, 0.54194, -0.02020)  0.288
H (-0.98896, -1.18177, 0.88983)  0.251
H (-1.09592, -1.23296, -0.85610)  0.269
H (-2.24263, 1.57811, 0.61604)  0.231


DFT total energy in eV, matching the order above: -75627.8181, -26666.2846, -102114.1020, -62085.9776, -7658.4933
ΔE to the lowest compared entry with this formula, charge and spin in kcal/mol, matching the order above: 10.5, 141.4, 0.0, 213.3, 91.4